#A
Entry from the OMol25 dataset: a single C3H4Cl2 molecule (wB97M-V/def2-TZVPD).

The geometry in ORCA input format:
```
! wB97M-V def2-TZVPD RIJCOSX def2/J DEFGRID3
* xyz 0 1
C -0.83842 -0.57129 0.03959
C 0.70670 -0.38111 -0.12593
C -0.08634 0.72663 0.24312
Cl -0.24555 2.05564 -1.18437
Cl 0.03997 1.43021 1.71220
H -1.14163 -0.89602 -0.93933
H -1.01138 -1.07746 0.95981
H 1.51057 -0.85563 0.39334
H 1.06607 -0.43096 -1.09843
*
```

Its LUMO energy is 0.707 eV. The SMILES is ClC1(Cl)CC1. The value obtained for the HOMO-LUMO gap is 11.26 eV.

These are the Löwdin partial charges, in e, on atoms 1 to 8: -0.088 -0.233 -1.231 0.434 0.751 0.101 0.088 0.106

#B
Entry from the OMol25 dataset: a single C3H4Cl2 molecule (wB97M-V/def2-TZVPD).

The geometry in ORCA input format:
```
! wB97M-V def2-TZVPD RIJCOSX def2/J DEFGRID3
* xyz 0 1
C -0.94297 -0.39535 0.29935
C 0.57958 -0.40525 0.36101
C 0.14903 0.62289 -0.54501
Cl 0.10179 0.44728 -2.28148
Cl 0.72547 2.20447 -0.00419
H -1.37407 -0.98399 -0.38074
H -1.28895 0.07932 1.17748
H 1.03191 -0.16505 1.29946
H 1.01821 -1.40432 0.07411
*
```

Its LUMO energy is 0.855 eV. The SMILES is ClC1(Cl)CC1. The value obtained for the HOMO-LUMO gap is 10.42 eV.

These are the Löwdin partial charges, in e, on atoms 1 to 8: -0.031 -0.305 -1.200 0.612 0.596 0.035 0.080 0.087

#A is the most stable structure; the next one sits 0.0035 hartree above it.